Below is a cluster of 2 separate species, C27H24F3NO2S in total at a distorted geometry, with properties calculated with wB97M-V/def2-TZVPD.

```
58
Properties=species:S:1:pos:R:3:forces:R:3
C 6.7322 0.6469 2.4343 -0.47 0.05 -0.29
C 6.1073 1.9016 2.3886 0.00 -0.27 -0.08
C 4.7348 2.0011 2.1568 0.16 -0.03 -0.15
C 3.9513 0.8650 1.8979 0.34 0.04 0.78
C 2.4509 1.0789 1.7582 -0.05 0.32 -0.10
C 1.6108 -0.0251 1.4663 0.68 -0.22 0.87
N 0.2848 -0.0283 1.9030 -0.55 1.17 -0.40
C -0.4674 1.1036 1.9655 0.68 -0.56 0.26
C -1.8473 1.0484 2.1534 -0.95 -0.50 -0.07
C -2.5129 -0.2163 2.2516 0.07 1.08 -0.57
C -3.9196 -0.2180 2.1308 -0.75 0.15 0.11
C -4.6629 0.9612 2.0146 0.65 -0.92 0.22
C -3.9985 2.2040 2.0116 0.65 0.10 0.10
C -2.6177 2.2410 2.0666 -0.22 -0.04 0.00
C -1.6757 -1.3587 2.3286 0.43 0.00 -0.04
C -0.3232 -1.2326 2.2042 -0.57 -0.14 0.03
O 2.0175 2.2296 1.9642 0.13 -0.20 0.08
C 4.5663 -0.3875 2.0384 0.01 0.14 -0.22
C 5.9432 -0.5004 2.2693 0.02 0.26 -0.06
H 7.8148 0.5707 2.5777 -0.45 -0.01 0.00
H 6.6937 2.8153 2.5124 -0.18 -0.32 0.08
H 4.2480 2.9730 2.2132 0.05 -0.25 -0.25
H 2.0361 -1.0053 1.3066 -0.20 0.01 0.13
H 0.0615 2.0403 1.8561 0.11 -0.19 -0.27
H -4.4193 -1.1902 2.1100 0.01 0.33 0.09
H -5.7517 0.9292 1.9397 0.38 -0.09 -0.02
H -4.5688 3.1326 1.9587 0.18 -0.28 -0.06
H -2.0587 3.1716 2.0019 -0.26 -0.02 0.03
H -2.0933 -2.3540 2.4457 0.03 0.13 0.14
H 0.3643 -2.0577 2.3089 -0.08 -0.08 -0.16
H 3.9445 -1.2813 1.9959 0.32 0.10 -0.12
H 6.4091 -1.4867 2.3013 -0.18 0.26 0.10
C -0.2634 -1.8307 -0.9066 0.35 0.01 0.64
C -0.6222 -1.5442 -2.3467 -0.73 0.45 0.30
C -0.7222 -2.8599 -3.0971 0.17 -0.18 -0.63
C -1.9502 -0.7418 -2.4240 0.05 -0.20 0.31
C -2.0565 0.3667 -3.2621 -0.10 0.16 -0.03
C -3.2468 1.0981 -3.3258 0.02 -0.20 0.20
C -4.3492 0.7211 -2.5543 0.19 -0.11 -0.22
C -4.2565 -0.4090 -1.7325 0.11 0.34 -0.14
C -3.0565 -1.1102 -1.6387 0.14 0.13 -0.36
O 0.3576 -0.7316 -3.0146 1.16 0.23 0.09
S 1.6572 0.0118 -2.1791 -0.42 -0.30 -0.74
C 2.3910 0.5219 -3.7783 -0.37 -0.02 -1.01
F 3.5262 1.2533 -3.6540 -1.14 -0.72 0.30
F 2.6762 -0.5510 -4.5726 -0.18 0.99 0.69
F 1.4685 1.2772 -4.4546 1.02 -0.54 0.37
H -0.8993 -2.6131 -0.4729 0.08 0.22 -0.25
H 0.7791 -2.1806 -0.8155 -0.34 0.11 -0.10
H -0.3969 -0.9338 -0.2959 0.13 -0.09 -0.15
H -1.4455 -3.5191 -2.6131 -0.05 0.12 -0.03
H -1.0370 -2.7046 -4.1368 0.10 0.00 0.23
H 0.2504 -3.3696 -3.1001 -0.17 0.16 0.02
H -1.1918 0.6878 -3.8463 -0.34 -0.17 0.16
H -3.2910 1.9627 -3.9893 -0.08 -0.19 0.24
H -5.2739 1.3027 -2.6083 0.29 -0.28 0.04
H -5.1274 -0.7296 -1.1663 0.20 0.07 0.03
H -2.9739 -1.9462 -0.9470 -0.09 0.06 -0.17
```
Positions in Å, forces in eV/Å.

Output
E_LUMO   -0.5926 eV
Orbital gap   6.7 eV
Relative energy (zero: lowest compared OMol25 entry of this formula, charge and spin)   0.000 eV